Entry A
Formula: C21H22N2O4S
Source: the OMol25 dataset
Level of theory: the ωB97M-V functional and the def2-TZVPD basis

The SMILES is Cc1ccc(C)c(NS(=O)(=O)c2cc(C(=O)NCc3ccco3)ccc2C)c1. The LUMO energy comes out at 0.4481 eV.

The geometry in ORCA input format:
```
! wB97M-V def2-TZVPD RIJCOSX def2/J DEFGRID3
* xyz 0 1
S -2.04879 1.85477 1.70121
O 2.94819 0.08595 -3.81258
O -2.94737 2.37352 2.68816
O -1.46310 2.76330 0.76792
O 3.51245 -0.88910 1.18025
N -2.92782 0.69834 0.84850
N 1.99690 -0.65715 -0.48030
C 2.97246 2.28809 -3.50349
C -1.03977 -0.01861 -2.22628
C 2.93871 -0.86009 -1.55739
C 1.27685 -0.33047 1.77524
C 2.38070 -0.64065 0.81597
C -0.52427 0.74169 -3.40868
C 1.26228 -0.96043 3.01729
C -2.04075 -1.42278 -0.00098
C -0.79576 0.17143 3.61361
C 2.96236 0.31305 -2.48145
C -2.56129 -2.17803 1.18669
C 2.97257 1.65468 -2.23600
C -1.75581 0.63893 -1.23488
C 2.96065 1.28602 -4.42121
C -1.90198 0.36453 4.60137
C -0.83365 -1.38665 -2.09653
C -1.33598 -2.07217 -1.00324
C 0.27578 0.58442 1.48211
C -2.24630 -0.04352 -0.12953
C 0.24745 -0.70679 3.91652
C -0.74349 0.82181 2.38752
H -0.28555 -1.92208 -2.85787
H -3.48192 0.14891 1.48769
H -1.16838 -3.13635 -0.92176
H 3.91556 -1.00937 -1.08327
H 2.98122 3.34083 -3.69678
H -2.28153 -3.22596 1.11734
H 1.03766 -0.46986 -0.73202
H 2.05842 -1.64829 3.25815
H -2.53163 1.20378 4.32683
H -1.48726 0.53506 5.59304
H -3.64914 -2.11998 1.23889
H 0.15339 0.13209 -4.00075
H -1.92799 1.70112 -1.29751
H -1.35404 1.04855 -4.04436
H -0.00317 1.64199 -3.08840
H -2.51531 -0.53601 4.65464
H 0.24383 -1.20344 4.87578
H 2.68178 -1.75746 -2.13065
H 2.96127 1.29207 -5.49281
H 2.98380 2.12844 -1.27606
H 0.27642 1.15632 0.56796
H -2.14868 -1.77447 2.11210
*
```



Entry B
Formula: C21H22N2O4S
Source: the OMol25 dataset
Level of theory: the ωB97M-V functional and the def2-TZVPD basis

The SMILES is C=CCOC(=O)C1=C(C)N=C2SCCC(=O)N2[C@@H]1/C=C/c1ccccc1OC. The LUMO energy comes out at -0.0217 eV.

The geometry in ORCA input format:
```
! wB97M-V def2-TZVPD RIJCOSX def2/J DEFGRID3
* xyz 0 1
S -1.55604 1.77648 3.63062
O 1.30293 -3.27040 0.07261
O -0.80578 -0.00576 -2.61029
O -0.47680 2.19451 -2.95770
O -3.27675 -1.34182 1.05126
N -1.03584 2.61639 1.25990
N -1.91882 0.44422 1.28412
C 1.20664 -0.31246 -0.11561
C -0.93502 2.58779 -0.10958
C 0.78408 -3.40290 -1.23583
C -0.01766 -0.67449 0.25529
C 3.64756 -3.15760 0.38284
C 4.82858 -1.07777 0.37430
C 2.44500 -2.49668 0.16733
C 4.83382 -2.45689 0.49910
C 1.05228 -0.30066 -4.11642
C 3.63760 -0.41427 0.15737
C -2.38954 0.20904 4.06282
C -1.25854 0.14001 0.00019
C -0.71212 3.91815 -0.73771
C 2.42235 -1.09599 0.07166
C -0.74028 1.28305 -2.20727
C -0.43948 -0.25897 -3.96667
C -1.49487 1.60876 1.89752
C -2.91422 -0.39844 1.71309
C 1.72576 0.43081 -4.98221
C -1.00373 1.40623 -0.77544
C -3.50161 -0.05887 3.06748
H -4.11249 -0.90570 3.38499
H 1.51683 -3.87680 -1.89911
H -0.88178 -1.23246 -4.19872
H 2.79853 0.37865 -5.05514
H -0.09210 -4.04250 -1.14705
H -1.96774 -0.49456 -0.54955
H -1.64997 -0.59296 4.06506
H 1.22905 1.11101 -5.65336
H 1.35738 0.65418 -0.58315
H -0.86726 0.51543 -4.61133
H 3.63135 0.66284 0.06812
H -1.52329 4.15092 -1.42443
H 0.20299 3.90804 -1.32598
H -4.14710 0.81912 2.97723
H -0.19438 -1.61196 0.76269
H 5.75087 -0.52110 0.44582
H -0.65266 4.67447 0.03914
H 0.48598 -2.43744 -1.65530
H 1.55876 -0.96660 -3.42960
H -2.77384 0.34750 5.07181
H 3.63052 -4.23447 0.46011
H 5.75843 -2.98671 0.67203
*
```



Entry C
Formula: C21H22N2O4S
Source: the OMol25 dataset
Level of theory: the ωB97M-V functional and the def2-TZVPD basis

The SMILES is O=C(C1=C(O)C(=O)N(CCN2CCOCC2)[C@H]1c1ccccc1)c1cccs1. The LUMO energy comes out at -0.2529 eV.

The geometry in ORCA input format:
```
! wB97M-V def2-TZVPD RIJCOSX def2/J DEFGRID3
* xyz 0 1
S -5.12621 0.02270 -1.54952
O 3.27113 2.14301 -2.42516
O -2.28803 -0.86487 -1.59977
O -0.41261 0.38234 3.72693
O -2.91649 0.59183 2.48917
N 2.43803 1.22062 0.13286
N 0.38375 -0.23849 1.64249
C 3.34236 0.43902 -0.69659
C -1.62488 -0.04341 0.49510
C 2.55455 0.90271 1.54532
C -3.81154 0.56847 -0.55571
C -0.50581 -2.89685 0.75253
C -0.53936 0.14817 2.53622
C -2.55527 -0.17073 -0.63169
C 0.19280 -4.56722 -0.81872
C -0.38554 -4.22638 0.39252
C 0.64981 -3.57350 -1.66649
C 1.78776 -0.37410 1.91513
C -0.04604 -1.89678 -0.09454
C -1.82809 0.25232 1.79670
C -4.13505 1.72716 0.10222
C 3.09412 0.77145 -2.16865
C 2.40263 2.90447 -1.62176
C -0.17650 -0.44749 0.32410
C 0.53375 -2.24269 -1.30503
C -6.09526 1.33475 -1.03604
C 2.64159 2.63594 -0.13589
C -5.44181 2.16213 -0.17194
H 3.80451 0.24320 -2.80651
H 0.33960 0.19505 -0.39894
H 2.59969 3.95081 -1.86006
H -5.87941 3.04764 0.25312
H 1.35703 2.66367 -1.86877
H -0.96101 -2.63007 1.69609
H 0.28203 -5.60534 -1.10229
H 3.60630 0.78928 1.85692
H -7.09957 1.42539 -1.40062
H 1.09650 -3.83355 -2.61459
H 0.88100 -1.47044 -1.97437
H 4.39661 0.65892 -0.45083
H 2.11929 1.72739 2.11486
H 3.15802 -0.62393 -0.53225
H 3.66557 2.95369 0.12670
H 1.89944 -0.55044 2.98807
H 2.06920 0.47577 -2.44112
H 1.92961 3.21516 0.45585
H 2.16833 -1.23866 1.36592
H -2.63241 0.68302 3.41955
H -0.74850 -4.99722 1.05617
H -3.45561 2.25610 0.74333
*
```



The most stable of them is entry A.



Entry A
Formula: C9H12O2S
Source: the OMol25 dataset
Level of theory: the ωB97M-V functional and the def2-TZVPD basis

The SMILES is CC1=CS(=O)(=O)C(C)=C(C)C=C1. The LUMO energy comes out at 0.0115 eV.

The geometry in ORCA input format:
```
! wB97M-V def2-TZVPD RIJCOSX def2/J DEFGRID3
* xyz 0 1
S -0.18459 -1.83083 -0.22121
O -0.08699 -2.38708 1.09100
O -0.19538 -2.68925 -1.37750
C 0.18396 1.27274 -0.41226
C 1.35723 0.48779 -0.15006
C 2.48931 1.46920 0.15292
C -3.54096 0.91103 0.42840
C -2.18596 -1.08000 -0.14449
C -1.15854 1.17171 -0.41640
C -2.20149 0.20872 0.05307
C 1.57664 -0.80132 -0.18105
C 2.62012 -1.82715 0.08338
H -3.92814 1.48824 -0.39328
H -1.76213 2.15344 -0.54427
H 0.38838 2.22695 -0.83221
H 2.39578 -2.41225 0.90017
H -4.26014 0.25280 0.90705
H 3.19359 1.86159 -0.72069
H 2.65799 -2.48605 -0.78264
H -2.92167 -1.88325 -0.08225
H 3.12747 1.09574 0.93984
H 3.66079 -1.24645 0.07978
H -3.25311 1.67636 1.09179
H 2.02785 2.36731 0.53091
*
```



Entry B
Formula: C9H12O2S
Source: the OMol25 dataset
Level of theory: the ωB97M-V functional and the def2-TZVPD basis

The SMILES is CC[S@@]1(=O)=CC/C(=C\C=O)C=C1. The LUMO energy (spin up / spin down) comes out at -0.8824 / -0.8824 eV.

The geometry in ORCA input format:
```
! wB97M-V def2-TZVPD RIJCOSX def2/J DEFGRID3
* xyz 0 1
S -1.02922 1.24124 -0.21178
O 1.23343 -4.68461 1.88662
O -2.20840 2.07118 -0.32143
C 0.47532 -2.46249 1.84034
C -1.27817 -0.35465 -0.69488
C -0.22253 -0.16858 1.98605
C 0.75889 -3.76383 1.26206
C -0.15565 -1.26975 -0.28982
C 0.54146 2.55464 -1.01363
C 0.03743 -1.35380 1.19761
C -0.63143 1.00768 1.50774
C 0.44964 2.48110 -2.50057
H 0.24546 3.49943 -0.58367
H -0.55031 2.75510 -2.82507
H 1.15767 3.17755 -2.95519
H -0.84607 1.85915 2.13220
H -0.36457 -2.25655 -0.70156
H 0.64612 -2.41709 2.90824
H 0.80867 -0.94838 -0.71414
H -1.60444 -0.43698 -1.72058
H 1.44362 2.15176 -0.57401
H 0.68149 1.48076 -2.86011
H -0.09208 -0.27659 3.05619
H 0.50369 -3.88629 0.18940
*
```



The most stable of them is entry B.



Entry A
Formula: C4H8ClNSi
Source: the OMol25 dataset
Level of theory: the ωB97M-V functional and the def2-TZVPD basis

The SMILES is [H]/N=C/[Si@@](C)(Cl)C=C. The LUMO energy comes out at 0.7640 eV.

The geometry in ORCA input format:
```
! wB97M-V def2-TZVPD RIJCOSX def2/J DEFGRID3
* xyz 0 1
Cl -2.36164 0.91219 -0.24260
Si -0.56329 0.12114 -0.32297
N -1.76138 -2.35731 -0.49264
C 0.19443 0.80631 1.46003
C 0.48285 0.54709 -1.80613
C 1.25274 1.52899 1.66375
C -0.78055 -1.77414 -0.02802
H 0.26193 -0.25617 -2.53301
H 0.17135 -2.19755 0.34693
H 0.52118 1.66155 -2.06352
H -1.97107 -3.35555 -0.28269
H 1.89921 1.77547 0.84633
H 1.58304 0.30049 -1.49422
H 1.64023 1.74512 2.66986
H -0.56903 0.54238 2.27889
*
```



Entry B
Formula: C4H8ClNSi
Source: the OMol25 dataset
Level of theory: the ωB97M-V functional and the def2-TZVPD basis

The LUMO energy (spin up / spin down) comes out at -0.8225 / -0.2853 eV.

The geometry in ORCA input format:
```
! wB97M-V def2-TZVPD RIJCOSX def2/J DEFGRID3
* xyz 0 1
Cl 3.47767 -0.39764 0.01503
Si 1.31824 0.07892 0.19518
N 0.10778 1.49741 -1.77411
C -0.48910 -2.40650 -0.21602
C 0.77009 1.17225 1.59313
C -0.19788 2.06349 1.26660
C 1.10947 0.75284 -1.58974
H -0.54530 2.52737 2.09606
H -1.12069 -1.93565 -1.07526
H -0.96484 -2.78650 0.61048
H 1.01014 1.05888 2.61610
H -0.00378 1.89510 -2.74824
H -0.53842 2.09666 0.24992
H 0.41933 -2.97844 -0.42903
H 1.46358 0.14224 -2.35443
*
```



Entry C
Formula: C4H8ClNSi
Source: the OMol25 dataset
Level of theory: the ωB97M-V functional and the def2-TZVPD basis

The LUMO energy (spin up / spin down) comes out at -0.8017 / -0.0598 eV.

The geometry in ORCA input format:
```
! wB97M-V def2-TZVPD RIJCOSX def2/J DEFGRID3
* xyz 0 1
Cl -0.22583 -2.48268 1.12627
Si 0.61847 -1.09723 -0.13987
N -0.29702 0.39247 -2.24698
C 2.06167 -0.09239 0.61732
C -2.44303 0.27612 1.19995
C -0.58930 -0.57586 -1.43999
C 2.69994 1.01057 0.14781
H 2.50209 -0.69234 1.46463
H -2.92496 -0.39253 0.46992
H -1.09901 0.53598 -2.99167
H -3.04779 1.15589 1.47923
H 3.37071 1.29851 0.87352
H 2.34256 1.73148 -0.52556
H -1.54969 -1.15915 -1.64846
H -1.41881 0.09113 1.61388
*
```



The most stable of them is entry A.



Entry A
Formula: C6H16N
Source: the OMol25 dataset
Level of theory: the ωB97M-V functional and the def2-TZVPD basis

The LUMO energy comes out at -6.3739 eV.

The geometry in ORCA input format:
```
! wB97M-V def2-TZVPD RIJCOSX def2/J DEFGRID3
* xyz 1 1
N -0.79277 4.12437 -1.16083
C 0.04820 -2.48279 0.00492
C 1.35576 1.05622 1.49633
C 0.35865 -0.01122 1.08722
C 0.69081 -1.05313 -0.09104
C -0.74589 0.26796 0.25598
C -1.06726 -2.70997 -1.00596
H 2.09895 0.66700 2.18407
H -0.85146 -2.16421 -1.93242
H -2.03676 -2.35027 -0.69397
H 0.85132 1.84092 2.06176
H -0.21893 3.67189 -0.46007
H -0.36586 3.93415 -2.05836
H -1.19492 -3.75909 -1.25277
H -1.71762 0.29512 0.76090
H -0.75819 5.11008 -0.93757
H 0.14406 -0.66265 1.92900
H 1.72183 -1.32483 0.19473
H 1.84119 1.54134 0.64779
H -0.74867 0.66185 -0.74863
H -0.31349 -2.66784 1.01047
H 0.87964 -3.17240 -0.14735
H 0.82139 -0.81251 -1.14423
*
```



Entry B
Formula: C6H16N
Source: the OMol25 dataset
Level of theory: the ωB97M-V functional and the def2-TZVPD basis

The LUMO energy comes out at -5.0670 eV.

The geometry in ORCA input format:
```
! wB97M-V def2-TZVPD RIJCOSX def2/J DEFGRID3
* xyz 1 1
N -2.13639 1.08338 1.52725
C 1.05040 0.75200 -2.28321
C 0.01205 -0.55416 2.09769
C 1.61665 -0.22763 -1.21037
C -0.46054 0.21208 0.79398
C 0.54166 -1.19180 -0.63344
C -0.89480 -0.54459 -0.48995
H 0.70740 0.12540 -3.14331
H -1.59184 -1.47219 -0.55465
H 2.07215 0.40792 -0.47806
H 0.40738 1.53525 -1.92065
H -1.31476 -0.13739 -1.42047
H 0.86784 -1.23199 1.96967
H -0.70913 -1.22098 2.57381
H 1.91933 1.33973 -2.64521
H -2.80915 1.39721 2.27475
H -1.41775 1.28002 2.27325
H -2.09359 1.92061 0.91854
H 0.45774 0.23111 2.75964
H 0.21859 0.97907 0.49449
H 2.23303 -0.88346 -1.83118
H 0.42879 -2.13374 -1.30764
H 0.89493 -1.66587 0.23509
*
```



The most stable of them is entry A.



Entry A
Formula: C3H14O5
Source: the OMol25 dataset
Level of theory: the ωB97M-V functional and the def2-TZVPD basis

The SMILES is C=CCO.O.O.O.O. The LUMO energy comes out at 0.4586 eV.

The geometry in ORCA input format:
```
! wB97M-V def2-TZVPD RIJCOSX def2/J DEFGRID3
* xyz 0 1
O -1.91543 0.29260 1.64724
O -1.26619 -2.56623 0.59891
O -0.38866 -1.62962 -3.61601
O -0.09004 1.24813 -0.49961
O 0.62202 -1.37250 -1.02758
C 2.05915 1.17471 2.03108
C 0.73883 2.17755 0.16088
C 1.06546 1.94497 1.63779
H 1.71588 2.25898 -0.33144
H 0.58958 2.62501 2.34125
H -1.47542 0.79483 0.95536
H 2.81819 0.78394 1.35565
H 0.29394 -2.09003 -0.49199
H 2.26179 0.86696 3.05401
H -0.20772 -0.67656 -3.55012
H 0.32848 0.36122 -0.53372
H -1.51347 -1.67344 0.85263
H -1.97873 -2.90970 0.06440
H 0.56998 -1.64696 -1.95476
H 0.20161 3.12354 0.08197
H -1.33732 -1.70150 -3.45176
H -1.19469 0.07851 2.24111
*
```



Entry B
Formula: C3H14O5
Source: the OMol25 dataset
Level of theory: the ωB97M-V functional and the def2-TZVPD basis

The SMILES is CCC=O.O.O.O.O. The LUMO energy comes out at 0.3941 eV.

The geometry in ORCA input format:
```
! wB97M-V def2-TZVPD RIJCOSX def2/J DEFGRID3
* xyz 0 1
O 1.54444 -2.43903 -0.90608
O 2.19394 -0.02669 2.51704
O -1.74745 1.34645 1.97135
O 0.69285 0.63882 -3.52269
O 2.30360 0.01958 -0.06654
C -3.08039 0.50476 -0.55536
C -1.66164 0.11388 -0.21616
C -1.67373 0.32338 1.35647
H 0.03228 0.71627 -2.88422
H 1.55208 -0.16159 3.21959
H -3.87616 -0.21917 -0.34951
H 2.39666 -2.84256 -1.01688
H 2.69569 -0.45577 0.67064
H -0.83207 0.81495 -0.84616
H 0.50692 -0.27224 -3.75338
H 1.59176 -1.76216 -0.35541
H -3.32222 1.43618 0.10564
H -3.13483 0.87839 -1.60081
H -1.52011 -0.94892 -0.52435
H -1.76540 -0.66978 1.85816
H 2.64541 0.94573 0.04462
H 1.62552 0.57547 1.97766
*
```



The most stable of them is entry A.



Entry A
Formula: C10H14F2N2
Source: the OMol25 dataset
Level of theory: the ωB97M-V functional and the def2-TZVPD basis

The SMILES is CC(C)(C#N)C(F)F.C/C=C(\C)C#N. The LUMO energy comes out at 0.6266 eV.

The geometry in ORCA input format:
```
! wB97M-V def2-TZVPD RIJCOSX def2/J DEFGRID3
* xyz 0 1
F -0.38782 -0.43217 0.58318
F -2.33032 -0.64175 -0.28468
N -2.81994 -3.08048 -2.16486
N 2.18949 1.06900 -1.60058
C 1.75701 1.52968 -0.64853
C 1.96186 2.14386 1.79906
C 0.57234 -2.22396 -1.95941
C 1.14139 2.05144 0.56681
C -0.87706 3.20886 1.54066
C -1.03740 -0.72695 -0.69176
C -0.77953 -2.16426 -1.01039
C -0.03195 2.60948 0.42372
C -0.60226 -3.01254 0.29173
C -1.84140 -2.67932 -1.73148
H 1.66279 1.49586 2.59657
H -1.35612 4.06583 1.06143
H -0.45524 -4.06905 -0.03829
H -1.58862 2.34180 1.62028
H 3.02002 1.76928 1.42055
H -1.51840 -2.94994 0.87410
H -0.55901 2.57052 -0.55563
H -0.70411 -0.02182 -1.39281
H -0.21278 3.46589 2.39899
H 1.34479 -1.60312 -1.54911
H 0.96505 -3.24449 -1.85573
H 2.01396 3.08352 2.34032
H 0.09695 -2.51698 0.97550
H 0.37631 -2.03820 -3.00963
*
```



Entry B
Formula: C10H14F2N2
Source: the OMol25 dataset
Level of theory: the ωB97M-V functional and the def2-TZVPD basis

The LUMO energy comes out at 0.0254 eV.

The geometry in ORCA input format:
```
! wB97M-V def2-TZVPD RIJCOSX def2/J DEFGRID3
* xyz 0 1
F -1.49650 -1.89721 -2.56593
F -0.72471 2.75283 -2.13602
N 2.58501 -1.21824 3.52883
N -1.15566 -0.02898 -0.79291
C 2.00139 -0.41613 1.28285
C -0.44347 0.17886 -2.22786
C 0.18312 -1.00601 2.58272
C -0.27928 -1.30266 -2.52523
C 1.15607 0.14451 0.38543
C 1.57770 -0.95785 2.46368
C -0.67386 -0.49420 1.56740
C -2.14411 1.19192 -0.71711
C -1.38283 2.60111 -0.89645
C -0.23932 0.02115 0.34484
H 2.62191 -2.76656 3.38268
H -3.11058 1.03680 -1.37853
H -0.95305 0.78430 -2.98165
H 0.32299 -1.99821 -1.81611
H -0.67265 2.48823 -0.05796
H -2.49958 1.50701 0.24192
H -1.73857 -1.23015 1.59293
H 1.67015 0.62789 -0.50006
H 3.49031 -0.93052 2.93134
H -1.97760 3.51452 -0.65034
H 0.00465 -1.60888 3.45740
H 0.54481 0.83292 -2.12006
H 0.31302 -1.42422 -3.52605
H 3.02062 -0.40222 1.13028
*
```



The most stable of them is entry A.